Entry 1:
3 unconnected molecules or ions with the total composition C36H72BN5O12S, computed with the ωB97M-V functional and the def2-TZVPD basis.

```
127
C36H72BN5O12S the ωB97M-V functional and the def2-TZVPD basis
C -3.26079 -2.47718 -0.40822
C -2.22094 -1.59793 -0.97481
C -1.19990 -0.56500 -0.21153
O 0.00882 -0.51153 -1.01275
C 1.09003 -1.39474 -0.70694
C 2.25148 -1.06392 -1.87917
C 2.49310 0.59109 -1.90708
C 2.01661 1.28369 -3.32638
O 2.76315 0.70184 -4.48373
C 1.77494 0.54218 -5.58999
S 0.82046 -3.23742 -0.85967
C 0.20918 -4.09777 0.68660
O -0.03575 -3.65581 -2.11888
O 2.24493 -3.85616 -1.15088
B -1.01639 -0.78533 1.40032
C 0.17594 0.03834 2.25298
O -1.77710 -1.72097 2.27583
C -1.91672 0.94416 -0.41649
C -0.77034 2.17030 -0.30291
C -1.51848 3.62453 -0.66864
C -1.01092 4.23815 -2.12761
C -2.24965 4.87487 -3.02535
N -2.14392 4.54436 -4.51693
C -3.31529 3.70757 -4.98762
N -3.19560 2.42185 -5.52957
N -4.76889 4.21089 -4.87375
O -2.85575 1.27861 0.64341
C -4.17748 0.70194 0.55861
C -5.24695 1.98853 0.53633
C -6.47065 1.82273 -0.52887
C -7.19011 0.35557 -0.57853
C -7.46193 -0.15077 -2.14861
O -6.68958 -1.39458 -2.34861
C -6.19315 -1.39160 -3.75749
O -6.23746 -2.49729 -4.55009
C -4.50786 -0.05634 2.01316
O -3.83927 0.36682 3.09986
O -5.44780 -1.17504 2.17450
C -2.46494 1.17220 -1.96579
O -1.78437 0.76637 -3.07519
O -3.70552 1.93997 -2.31691
H -3.65472 -3.38198 -1.08001
H -3.71681 -2.43161 0.68025
H -2.07899 -1.65915 -2.15994
H 1.69382 -1.21452 0.29080
H 3.30553 -1.50382 -1.53151
H 1.95127 -1.48494 -2.92878
H 2.04242 1.12308 -0.95059
H 3.66938 0.78316 -1.83902
H 0.85622 1.29337 -3.47662
H 2.35935 2.42521 -3.29036
H 2.32314 0.03355 -6.51001
H 1.30424 1.58673 -5.87967
H 0.91271 -0.15262 -5.14550
H -0.96423 -4.17687 0.60423
H 0.46528 -3.40793 1.60617
H 0.73476 -5.14589 0.74938
H 0.85236 0.52705 1.43205
H -0.32733 0.91025 2.86613
H 0.83318 -0.68343 2.90201
H -1.06887 -2.26922 2.75613
H -0.37708 2.31807 0.78797
H 0.07185 2.07391 -1.11213
H -2.68186 3.57828 -0.56594
H -1.15324 4.42236 0.14099
H -0.11488 4.98840 -1.99757
H -0.58014 3.33744 -2.78213
H -3.31621 4.59031 -2.63611
H -2.14390 6.05454 -2.95685
H -1.22714 4.10069 -4.74457
H -2.15637 2.20719 -5.52389
H -5.28235 3.48187 -4.29695
H -5.21891 4.25249 -5.81714
H -4.42862 0.04499 -0.36971
H -4.62344 2.97234 0.27450
H -5.62842 2.16789 1.65125
H -7.31638 2.59475 -0.18947
H -6.21605 2.12118 -1.64131
H -6.60252 -0.51712 -0.06961
H -8.28257 0.47023 -0.11379
H -7.13229 0.63743 -2.94811
H -8.62617 -0.32393 -2.31852
H -5.67952 -0.43732 -4.25271
C 3.99516 -4.59433 1.62645
C 4.72710 -5.45567 2.65377
N 4.02470 -6.69528 2.99298
C 4.57158 -7.36631 4.17830
C 5.99757 -7.89902 4.09116
C 3.68755 -7.57982 1.87700
C 4.83027 -8.07510 0.99569
H 2.97244 -4.37549 1.95059
H 4.51831 -3.64060 1.50240
H 3.95591 -5.07449 0.64470
H 4.82910 -4.84725 3.56019
H 5.74321 -5.65098 2.29287
H 3.90505 -8.18762 4.47071
H 4.52568 -6.66046 5.01770
H 6.05361 -8.80496 3.48591
H 6.35094 -8.16608 5.09414
H 6.69546 -7.16140 3.68771
H 2.96667 -7.05952 1.23360
H 3.13081 -8.44784 2.25105
H 5.53072 -7.27983 0.72626
H 4.42464 -8.47954 0.06194
H 5.38773 -8.88309 1.47480
C 0.39717 4.69459 3.29449
C 1.67539 3.92176 2.97522
N 2.60880 4.65334 2.11582
C 3.68246 3.81071 1.57585
C 4.67107 3.20764 2.56771
C 3.03047 5.97326 2.58647
C 3.70200 6.05630 3.95394
H -0.10595 5.02233 2.37887
H -0.29660 4.05171 3.84591
H 0.59483 5.57097 3.91804
H 1.36843 3.00249 2.46248
H 2.14660 3.61258 3.91504
H 4.24162 4.37538 0.81901
H 3.21787 2.98667 1.01906
H 5.37238 3.95431 2.94300
H 5.26799 2.43617 2.06703
H 4.17400 2.73223 3.41672
H 2.15001 6.62813 2.60290
H 3.69073 6.43536 1.84226
H 3.18404 5.46630 4.71506
H 3.70653 7.09633 4.29788
H 4.74435 5.73245 3.91144
```

Computed properties:
- net charge = -2
- DFT total energy (hartree) = -3013.9866
- E_LUMO (eV) = 3.4
- gap between HOMO and LUMO (eV) = 5.72


Entry 2:
A molecular structure, C36H72O14, computed with the ωB97M-V functional and the def2-TZVPD basis.

```
122
C36H72O14 the ωB97M-V functional and the def2-TZVPD basis
O 2.39282 -3.57865 3.58916
C 1.33382 -3.03565 3.82116
O 0.15682 -3.43765 3.34416
C 0.05582 -4.52365 2.49116
C -1.14818 -4.42865 1.56516
C 1.17882 -1.79165 4.70916
H 0.03282 -5.56465 2.93216
H 1.18282 -4.49765 1.96616
H -1.30718 -3.60365 0.79916
H -1.94618 -4.69165 2.29216
H -1.12318 -5.31765 0.82916
H 1.17382 -2.03665 5.69616
H 0.06782 -1.52465 4.53316
H 1.88582 -1.09365 4.47716
O 1.63682 4.44635 1.78616
C 0.89782 3.76235 1.10216
O -0.20718 3.00935 1.50216
C -0.32318 2.79135 2.89216
C -1.13418 1.33835 3.20616
C 0.84982 3.99435 -0.43684
H -0.86718 3.65135 3.23416
H 0.56982 2.60935 3.40016
H -0.74018 0.47435 2.70716
H -2.15318 1.71035 3.15716
H -0.68118 1.07735 4.39416
H 1.87682 3.96435 -0.72084
H 0.43482 5.02135 -0.58484
H 0.03782 3.25235 -0.68484
O -1.35818 -0.58465 -0.45584
C -1.10818 0.52335 -0.06584
O -0.07518 0.80935 0.68116
C 0.81682 -0.24465 1.34516
C 2.08182 0.55535 1.75316
C -1.97818 1.70335 -0.35484
H 0.99182 -1.00765 0.47816
H 0.11482 -0.69665 2.06916
H 2.32982 1.21135 0.90016
H 2.81682 -0.06265 2.35716
H 1.72382 1.44935 2.31216
H -2.24518 2.22335 0.43116
H -2.99418 1.40035 -1.00984
H -1.47918 2.25635 -0.94484
C 5.44182 5.18635 -0.32784
C 6.20382 4.17635 0.41216
O 7.47382 4.23935 0.51016
C 5.36882 3.11635 1.21916
H 6.15282 5.88135 -0.91184
H 4.90482 5.70135 0.27916
H 4.61482 4.81435 -1.01984
H 4.82282 2.49035 0.39216
H 4.62282 3.70635 2.05716
H 5.86082 2.47235 1.93716
C -2.86318 -1.57965 2.86416
C -3.52818 -0.28765 2.64916
O -3.41118 0.74835 3.64016
C -4.54218 -0.20065 1.52716
H -2.11618 -1.45965 3.79316
H -1.99218 -1.66465 1.96216
H -3.50218 -2.44465 2.81116
H -4.04718 -0.35665 0.54716
H -4.81118 0.78435 1.55416
H -5.39718 -0.69565 1.82016
C -5.96518 2.61435 -0.16684
C -4.47618 2.71835 -0.64284
O -4.16318 2.37335 -1.87184
C -3.46818 3.27535 0.23916
H -6.24718 3.52535 0.22516
H -6.19818 2.04735 0.64816
H -6.56818 2.22235 -0.96784
H -3.45218 4.35735 0.15116
H -2.51218 3.02435 -0.23084
H -3.53318 3.11135 1.27916
C 1.06882 -3.31665 -1.21584
C 1.64682 -2.14665 -2.01684
O 2.70582 -1.57865 -1.63584
C 0.88382 -1.78365 -3.30384
H 0.04782 -3.21165 -1.18484
H 1.16782 -3.13365 -0.12684
H 1.42182 -4.18065 -1.64784
H 0.54282 -2.58665 -4.01084
H 1.50582 -0.95565 -3.92184
H -0.00618 -1.19065 -2.97284
C -2.87518 2.05435 -6.47384
C -3.15418 1.55535 -5.12384
O -4.33618 1.10535 -4.76484
C -1.97018 1.06135 -4.25384
H -2.41918 2.90535 -6.42084
H -3.76718 2.41335 -7.07784
H -2.50818 1.26235 -7.18484
H -1.37918 0.22335 -4.45784
H -2.21818 0.66735 -3.25684
H -1.22418 1.87235 -4.20984
C 4.86482 -3.00565 1.42416
C 5.37882 -4.42565 1.64116
O 6.59882 -4.59065 2.03516
C 4.35882 -5.45465 1.36316
H 4.39782 -2.55265 2.14716
H 4.44882 -3.01365 0.57116
H 5.65082 -2.26065 1.23716
H 3.64582 -5.45565 2.36416
H 4.66382 -6.55865 1.66516
H 3.80482 -5.37465 0.34216
C -3.45418 -2.56265 -2.77284
C -3.60618 -3.68365 -1.74584
O -3.20618 -4.95265 -1.98584
C -3.87518 -3.19665 -0.32584
H -4.02318 -1.72365 -2.41884
H -3.81718 -2.97765 -3.72184
H -2.40318 -2.21365 -2.79084
H -4.77218 -2.57465 0.05316
H -3.27818 -2.39165 0.00416
H -4.26418 -4.03365 0.41716
C 1.62882 1.71435 -2.02784
C 3.02582 2.19535 -2.55584
O 3.49682 3.32135 -2.40584
C 3.64182 1.23635 -3.68584
H 0.93982 1.79735 -2.77184
H 1.38682 2.47135 -1.23184
H 1.60882 0.67235 -1.69284
H 4.44082 1.70735 -3.72784
H 3.31482 1.20235 -4.67484
H 3.82482 0.23835 -3.34084
```

Computed properties:
- DFT total energy (hartree) = -2467.4241
- E_LUMO (eV) = -0.5
- gap between HOMO and LUMO (eV) = 8.81
- energy above the lowest of the compared OMol25 structures with the same formula, charge and spin (kJ/mol) = 2182.12


Entry 3:
12 unconnected molecules or ions with the total composition C36H72O22, computed with the ωB97M-V functional and the def2-TZVPD basis.

```
130
C36H72O22 the ωB97M-V functional and the def2-TZVPD basis
C -4.42847 4.62907 -2.77536
O -3.31751 4.00293 -2.11921
C -2.31979 4.80117 -1.72998
O -2.22935 5.97779 -1.88752
O -1.44161 4.04122 -1.06471
C -0.28268 4.72117 -0.60398
H -4.09854 5.43713 -3.41782
H -5.12358 5.01250 -2.02340
H -4.92087 3.85461 -3.34982
H 0.33086 5.10352 -1.41870
H 0.29329 3.99005 -0.03410
H -0.54060 5.53584 0.07703
C -4.58905 1.29444 -1.22183
O -5.89702 1.81130 -1.49524
C -6.49941 2.42694 -0.49467
O -6.05060 2.63845 0.59927
O -7.69829 2.81354 -0.91606
C -8.51982 3.44698 0.07688
H -3.95741 1.99597 -0.67938
H -4.13809 1.09874 -2.18530
H -4.66942 0.37667 -0.64125
H -9.54619 3.21693 -0.18356
H -8.35508 4.52558 0.06490
H -8.28824 3.08161 1.07511
C -1.51651 -4.17365 -3.44650
O -1.92995 -3.10492 -2.62858
C -3.10464 -2.53006 -2.84370
O -3.49199 -1.61568 -2.17288
O -3.76813 -3.07200 -3.86958
C -5.03069 -2.45297 -4.17917
H -0.53653 -4.50627 -3.12348
H -1.40704 -3.96327 -4.51632
H -2.20850 -5.02122 -3.41578
H -4.86891 -1.49617 -4.67331
H -5.60640 -2.27275 -3.27103
H -5.56315 -3.14739 -4.81562
C 3.50087 -0.82588 5.24741
O 3.48089 -1.33648 6.58133
C 4.69345 -1.61362 7.08271
O 5.71991 -1.51675 6.49051
O 4.64033 -2.00604 8.34902
C 3.36128 -2.27355 8.95586
H 4.11678 0.07009 5.18860
H 2.46919 -0.64746 4.96689
H 3.89877 -1.56925 4.55856
H 3.56729 -2.93185 9.79350
H 2.69593 -2.78860 8.26811
H 2.90953 -1.34523 9.29722
C -0.99207 -0.37164 -0.74523
O 0.16282 -0.61099 0.06971
C 0.61048 0.37327 0.83529
O 0.08705 1.42626 1.05620
O 1.75806 -0.04076 1.36957
C 2.44859 0.90514 2.17454
H -1.88926 -0.74408 -0.26519
H -0.83077 -0.84676 -1.70369
H -1.06260 0.69392 -0.97636
H 2.69942 1.76477 1.54742
H 3.36348 0.44762 2.52097
H 1.81272 1.29642 2.96642
C 3.08603 -0.74522 -3.87638
C 2.12130 0.08781 -3.07073
O 0.93766 -0.13080 -3.11654
C 2.64867 1.24544 -2.30127
H 2.59087 -1.68356 -4.12158
H 4.01249 -0.97188 -3.35106
H 3.24481 -0.17012 -4.79323
H 3.07779 1.98568 -2.98194
H 3.45920 0.93674 -1.63653
H 1.83494 1.69633 -1.73523
C 0.72580 -2.97186 2.22014
C 1.91779 -3.77801 2.62144
O 2.70697 -3.36091 3.42750
C 2.11193 -5.11339 1.95676
H 0.76898 -2.02614 2.75401
H -0.22585 -3.47953 2.36086
H 0.82413 -2.71302 1.16198
H 2.89374 -5.67896 2.45721
H 2.42550 -4.97017 0.91833
H 1.17116 -5.66574 1.92745
C 2.79379 4.36209 1.64491
C 1.94672 4.20658 2.88034
O 2.42885 3.93954 3.94973
C 0.47373 4.53534 2.70149
H 3.01181 5.43663 1.54532
H 2.29039 4.05900 0.72934
H 3.77699 3.90080 1.73904
H 0.41462 5.62985 2.74766
H -0.11050 4.14822 3.52989
H 0.09879 4.19104 1.74230
C -3.07872 2.02761 2.11877
C -2.39007 2.40591 3.39896
O -2.38006 3.53169 3.81231
C -1.82086 1.29899 4.24411
H -2.41025 1.44587 1.47566
H -3.37986 2.91616 1.56489
H -3.98247 1.43820 2.28592
H -0.74511 1.15583 4.08635
H -2.26361 0.31851 4.04788
H -1.95727 1.54973 5.29559
C 1.63234 -3.37164 -1.77603
C 2.35177 -4.31869 -2.71509
O 2.39102 -4.14408 -3.91066
C 3.06059 -5.48293 -2.07057
H 1.17856 -3.90620 -0.94909
H 0.89955 -2.78733 -2.33369
H 2.40217 -2.65311 -1.47391
H 3.95942 -5.15799 -1.54698
H 3.31076 -6.24467 -2.80472
H 2.38188 -5.93643 -1.34036
C -1.83852 1.12505 -4.09877
C -2.66263 1.30828 -5.34121
O -3.29598 2.31404 -5.54900
C -2.61623 0.17706 -6.35335
H -0.78641 1.33268 -4.31999
H -1.86440 0.07836 -3.78600
H -2.14286 1.78719 -3.29892
H -1.66264 0.18820 -6.87908
H -3.43696 0.28934 -7.05956
H -2.72908 -0.78246 -5.84388
C 6.92207 -2.31272 -0.06296
C 5.44015 -2.46745 -0.27383
O 4.97203 -2.69951 -1.38123
C 4.52661 -2.21246 0.90961
H 7.26132 -2.90979 0.78068
H 7.09926 -1.25611 0.18715
H 7.45799 -2.48316 -0.99128
H 5.01613 -1.71630 1.74714
H 4.11506 -3.14702 1.29337
H 3.70396 -1.58668 0.55575
```

Computed properties:
- DFT total energy (hartree) = -3070.2127
- E_LUMO (eV) = 0.3
- SMILES = COC(=O)OC.COC(=O)OC.COC(=O)OC.COC(=O)OC.COC(=O)OC.CC(C)=O.CC(C)=O.CC(C)=O.CC(C)=O.CC(C)=O.CC(C)=O.CC(C)=O
- gap between HOMO and LUMO (eV) = 9.65
- energy above the lowest of the compared OMol25 structures with the same formula, charge and spin (kJ/mol) = 0.00